DFT (the ωB97M-V functional and the def2-TZVPD basis) results for a cluster of 9 separate species, C46H118N8O15 in total in a non-equilibrium geometry.

Geometry as XYZ:
```
187
Properties=species:S:1:pos:R:3:forces:R:3:mulliken_charge:R:1
C 2.0190 -3.8658 1.1598 -0.28 0.47 0.69 0.105
O 2.8205 -4.9051 0.7165 0.19 -0.71 1.27 -0.490
C 3.1342 -4.7862 -0.6054 -1.24 1.41 -1.49 -0.015
C 4.1991 -5.7183 -0.9597 1.78 -1.91 -0.35 0.745
C 5.4681 -5.4716 -0.1553 0.65 -0.35 0.35 -1.524
N 4.4826 -5.6802 -2.3987 -0.69 0.90 0.29 -0.588
H 1.5263 -4.2047 2.0670 -0.20 0.10 0.05 0.084
H 1.2666 -3.5667 0.4235 -0.07 -0.07 0.02 0.009
H 2.6319 -2.9944 1.4297 -0.08 0.10 -0.15 0.087
H 2.2161 -4.9387 -1.1984 0.15 -0.21 -0.21 -0.194
H 3.4290 -3.7507 -0.8653 0.28 -0.07 0.14 0.240
H 3.9212 -6.7416 -0.6403 -0.42 0.22 -0.16 0.070
H 6.3176 -6.0181 -0.5842 -0.15 0.12 -0.18 0.429
H 5.3642 -5.9035 0.8457 -0.16 0.32 -0.05 0.320
H 5.7724 -4.4285 -0.0529 -0.20 0.08 -0.16 0.290
H 5.2240 -6.2957 -2.6712 0.14 -0.32 -0.03 0.258
H 3.6427 -5.8596 -2.9421 0.26 -0.14 0.02 0.166
C 0.7284 0.8863 -1.3793 -0.84 -0.43 -0.52 0.841
O 0.0642 0.6634 -0.1408 0.83 0.76 -0.41 0.554
C -0.1232 -0.6935 0.1304 -0.38 -0.27 -0.92 -0.040
C -0.7702 -0.8309 1.4649 0.08 -0.16 1.54 0.856
C 0.2028 -0.3574 2.5574 0.09 -0.61 -0.75 -1.694
N -1.0985 -2.2399 1.6971 -0.09 0.39 -0.33 1.262
H 0.6724 1.9450 -1.6179 0.03 -0.01 0.13 -1.190
H 0.1718 0.3480 -2.1767 0.29 0.19 0.17 0.255
H 1.7809 0.5602 -1.4451 -0.25 -0.07 0.54 0.357
H -0.7866 -1.1281 -0.6448 0.19 -0.05 0.07 -0.291
H 0.8322 -1.2402 0.1059 -0.05 -0.02 0.07 -0.185
H -1.6492 -0.1610 1.5404 0.04 -0.19 -0.39 -0.258
H 1.1443 -0.9022 2.4155 0.00 0.14 0.05 0.096
H -0.1561 -0.6441 3.5459 -0.14 0.44 0.12 0.400
H 0.3754 0.7083 2.4105 0.06 0.03 0.45 0.306
H -1.4830 -2.3419 2.6363 -0.04 -0.29 -0.43 -1.067
H -1.8057 -2.5304 1.0037 0.19 0.13 0.53 -0.162
C -5.3500 8.8482 2.7027 -0.45 1.00 -0.73 -0.872
O -4.3338 8.0400 3.1502 0.67 -0.39 0.04 -0.193
C -4.0366 8.3247 4.4956 -0.11 -0.48 0.02 -0.679
C -2.8465 7.4849 4.8672 0.04 0.03 0.49 -0.689
N -3.1085 6.0742 4.5529 0.59 0.60 -0.12 -0.340
C -1.9266 5.2343 4.8009 -0.41 0.04 -0.59 -0.650
C -2.2158 3.7928 4.4458 -0.24 -0.21 0.96 -0.604
O -2.5256 3.7516 3.0830 -0.10 -0.02 -0.45 -0.107
C -2.7823 2.4510 2.6275 0.21 -0.70 -0.25 -0.651
H -5.0474 9.9086 2.7350 -0.15 -0.04 0.17 0.345
H -6.2540 8.7178 3.3023 -0.21 0.01 -0.09 0.350
H -5.5318 8.6346 1.6517 -0.22 -0.24 0.01 0.210
H -4.8996 8.0447 5.1153 0.00 0.14 0.03 0.403
H -3.8267 9.3949 4.6071 0.02 0.00 0.14 0.437
H -2.7119 7.6026 5.9514 0.18 -0.14 -0.14 0.355
H -1.9638 7.9349 4.3726 -0.01 -0.44 0.01 0.329
H -3.3447 6.0607 3.5593 0.04 -0.33 0.30 0.272
H -1.6799 5.3048 5.8606 0.19 0.03 -0.02 0.493
H -1.0650 5.5311 4.1700 -0.07 0.15 0.39 0.275
H -3.0553 3.3908 5.0426 0.01 0.25 -0.15 0.347
H -1.3543 3.1515 4.7148 -0.01 0.18 -0.39 0.374
H -1.9210 1.8019 2.8547 -0.26 -0.05 0.09 0.400
H -2.8959 2.4299 1.5404 0.05 0.39 0.06 0.282
H -3.7006 2.0186 3.0457 0.18 0.11 0.23 0.035
C 4.6196 1.4528 -0.0714 0.22 -0.24 1.01 -1.274
O 4.1791 1.9283 -1.3012 -0.37 0.32 0.50 0.132
C 4.8552 1.3158 -2.3347 1.42 -1.04 -0.93 -0.721
C 4.3711 1.8780 -3.6262 -0.31 0.44 -0.14 -0.663
N 3.0259 1.3719 -3.9350 0.78 0.38 0.13 0.377
C 2.4840 2.0524 -5.1038 -0.59 -0.07 -0.20 -0.997
C 1.8117 3.3728 -4.7624 -0.70 -0.62 -0.76 -0.217
O 0.6712 3.0082 -3.9746 0.56 0.21 -0.12 -0.147
C -0.0514 4.1268 -3.5225 -0.30 0.12 0.59 -0.647
H 5.7192 1.4370 0.0064 -0.12 0.11 -0.17 0.462
H 4.2781 0.4261 0.1366 -0.09 0.13 -0.12 0.363
H 4.2454 2.1168 0.7079 -0.12 -0.06 0.00 0.325
H 4.7732 0.2156 -2.3210 -0.45 0.08 0.09 0.302
H 5.9475 1.4706 -2.2658 -0.12 0.34 0.19 0.489
H 5.0708 1.6595 -4.4342 -0.09 -0.18 -0.03 0.519
H 4.3868 2.9754 -3.4627 -0.04 -0.15 -0.33 0.160
H 2.4907 1.6484 -3.1106 -0.36 -0.25 -0.41 -0.405
H 1.7090 1.4517 -5.6000 0.01 -0.14 0.38 0.234
H 3.2331 2.1575 -5.8947 0.27 0.22 0.35 0.506
H 1.4448 3.7871 -5.7252 0.26 0.34 0.48 0.470
H 2.4716 4.0707 -4.2319 -0.18 0.02 -0.01 0.024
H -0.8856 3.7723 -2.9101 0.04 -0.14 -0.17 0.062
H -0.4760 4.7050 -4.3525 0.20 0.07 0.03 0.480
H 0.5574 4.7523 -2.8549 0.03 0.13 -0.33 0.162
C -5.5520 0.0720 3.8559 -0.59 0.44 0.37 -0.834
O -4.4822 -0.4866 4.5548 0.85 -0.75 -0.41 -0.397
C -4.0141 -1.7023 3.9675 -0.92 0.19 -0.07 0.275
C -2.9158 -2.2530 4.8130 -0.03 -0.53 0.76 -1.231
N -2.4393 -3.5094 4.2414 0.06 -0.32 0.56 -0.116
C -1.2403 -3.9808 4.9346 0.07 0.42 0.00 -0.498
C -0.9364 -5.3694 4.5204 1.09 -0.34 -0.10 -0.448
O -1.9434 -6.2460 4.9456 -0.42 1.02 -0.09 -0.382
C -1.6123 -7.5441 4.6300 -0.47 -1.32 0.04 -0.722
H -5.4766 -0.0373 2.7700 0.09 -0.07 -0.01 0.309
H -5.5651 1.1331 4.1061 -0.06 0.05 -0.12 0.257
H -6.5007 -0.3480 4.2134 -0.03 -0.12 -0.26 0.312
H -3.7113 -1.5577 2.9151 0.05 0.12 0.27 -0.030
H -4.8205 -2.4691 3.9711 0.09 0.38 -0.16 0.360
H -3.3398 -2.4648 5.8078 0.15 0.40 0.06 0.523
H -2.0939 -1.5496 4.9578 0.04 0.04 -0.24 0.292
H -3.1398 -4.2226 4.4618 0.05 0.24 -0.38 0.346
H -1.3234 -3.9514 6.0348 -0.09 0.17 -0.13 0.425
H -0.3714 -3.3881 4.6327 -0.12 0.25 0.09 0.197
H 0.0326 -5.6722 4.9574 -0.16 0.02 0.00 0.524
H -0.7934 -5.3965 3.4306 -0.24 -0.15 -0.05 0.032
H -2.5050 -8.1555 4.7740 0.05 -0.04 0.08 0.263
H -0.8360 -7.9151 5.3062 0.22 -0.11 -0.21 0.319
H -1.3227 -7.6600 3.5804 0.25 0.05 0.01 0.239
C -1.2606 -6.9574 -0.5717 0.73 -0.14 -0.55 -0.463
O -2.1817 -5.9132 -0.6899 -0.68 -0.15 0.12 -0.559
C -2.4155 -5.2320 0.5265 0.28 -0.97 0.55 0.290
C -3.6030 -4.3420 0.3614 -0.16 0.20 -0.15 -1.197
N -3.2527 -3.1322 -0.3582 -0.35 0.44 -0.01 0.282
C -4.4345 -2.3787 -0.7896 0.16 -0.78 -0.82 -0.914
C -3.9911 -1.1788 -1.5838 -0.50 0.62 1.16 -0.207
O -3.1477 -1.6266 -2.5863 0.18 -0.44 -0.05 -0.269
C -2.8009 -0.5979 -3.4479 0.31 0.44 -0.87 -0.740
H -1.4246 -7.6512 -1.3982 -0.12 0.01 0.06 0.263
H -1.3434 -7.5090 0.3698 -0.05 0.13 0.05 0.296
H -0.2340 -6.5720 -0.6994 -0.06 -0.16 0.36 0.024
H -1.5024 -4.7145 0.8521 -0.17 0.24 -0.05 -0.075
H -2.6496 -5.9722 1.3174 0.07 0.11 -0.20 0.496
H -3.9733 -4.1014 1.3619 -0.06 0.22 -0.05 0.324
H -4.3925 -4.8956 -0.1749 0.07 -0.11 0.21 0.622
H -2.7502 -3.3810 -1.2082 -0.02 0.00 0.19 -0.264
H -5.0793 -2.1083 0.0454 0.14 0.08 0.15 0.437
H -5.0253 -3.0091 -1.4888 -0.10 0.15 0.35 0.350
H -3.4667 -0.4655 -0.9233 0.09 -0.08 -0.09 -0.061
H -4.8581 -0.6323 -1.9853 -0.01 -0.17 -0.12 0.511
H -2.4261 0.2916 -2.9271 0.01 -0.07 0.12 0.268
H -3.6602 -0.3009 -4.0635 0.04 0.06 0.01 0.363
H -2.0160 -0.9722 -4.1024 0.03 0.05 -0.08 0.152
C 3.6646 6.3835 -1.8692 1.18 0.47 0.08 -1.009
O 2.6027 5.5872 -1.5158 -0.79 -0.51 0.13 -0.077
C 2.7534 5.0917 -0.1970 0.81 0.33 -0.20 -0.982
C 1.5204 4.3349 0.1438 -0.02 -0.32 0.54 0.455
N 0.3811 5.1987 0.3559 -0.06 -0.38 0.23 -0.364
C -0.8778 4.4568 0.4235 -0.26 1.28 -0.27 0.259
C -2.0121 5.4614 0.5489 -1.36 -0.66 -0.08 -0.507
O -1.9769 6.3834 -0.5141 -0.18 0.72 0.11 -0.279
C -3.0509 7.3191 -0.4489 0.47 0.23 -0.63 -0.821
H 3.5706 6.6416 -2.9175 -0.02 0.20 -0.11 0.274
H 4.6292 5.8662 -1.7168 -0.13 -0.05 -0.17 0.349
H 3.7220 7.2827 -1.2362 -0.12 0.10 -0.24 0.314
H 2.9766 5.9423 0.4653 -0.31 -0.13 0.16 0.501
H 3.6380 4.4355 -0.1776 -0.14 -0.06 0.04 0.234
H 1.6855 3.7819 1.0784 0.06 -0.11 -0.16 0.356
H 1.4152 3.5904 -0.6645 -0.31 0.08 0.13 -0.531
H 0.3405 5.9332 -0.3407 -0.18 -0.18 -0.12 0.437
H -0.9640 3.8698 1.3363 0.48 -0.30 -0.15 0.195
H -1.0248 3.8321 -0.4777 -0.06 -0.04 0.31 -0.327
H -2.0647 5.9419 1.5373 0.60 0.23 -0.18 0.065
H -2.9964 4.9456 0.4975 0.38 -0.20 0.00 0.372
H -4.0163 6.8491 -0.6927 0.15 -0.05 0.31 0.313
H -2.8592 8.0755 -1.2228 0.00 -0.25 0.15 0.315
H -3.0921 7.8551 0.5094 -0.05 -0.36 0.04 0.250
C -0.4945 -3.9961 -2.3445 -1.06 -0.23 1.13 -0.723
O 0.7217 -4.0681 -2.9794 0.94 0.11 -0.52 -0.443
C 1.2541 -2.7908 -3.2504 0.35 0.39 -0.31 1.381
C 2.5578 -2.9834 -4.0050 -0.11 -0.47 0.77 -1.016
N 2.4226 -3.5481 -5.3402 -0.26 0.63 -0.58 -0.296
C 1.9423 -2.5947 -6.3586 0.15 -0.04 0.13 -0.196
C 1.7618 -3.3192 -7.6775 -0.05 -1.19 0.22 -0.537
O 1.2564 -2.5214 -8.6982 0.13 1.02 -0.89 -0.356
C 2.1934 -1.5994 -9.2526 0.16 0.11 0.29 -0.623
H -1.3023 -3.6249 -2.9873 0.04 0.07 -0.11 0.631
H -0.4476 -3.3484 -1.4515 0.01 0.08 -0.13 0.110
H -0.7705 -4.9828 -1.9666 0.09 0.24 -0.42 0.145
H 1.4923 -2.2236 -2.3299 -0.33 -0.27 0.00 -0.398
H 0.5301 -2.1991 -3.8345 0.03 -0.02 0.11 0.127
H 3.1372 -3.6856 -3.3877 0.05 0.14 -0.24 -0.152
H 3.1007 -2.0406 -3.9593 0.09 0.11 -0.57 0.215
H 1.7245 -4.2906 -5.2877 0.26 0.04 0.09 0.367
H 2.6740 -1.8038 -6.5537 0.14 -0.09 0.56 0.240
H 1.0001 -2.0905 -6.0814 0.09 -0.12 -0.11 0.127
H 1.0400 -4.1395 -7.5685 -0.05 0.16 0.13 0.315
H 2.6898 -3.8271 -7.9802 0.14 0.30 0.10 0.350
H 1.6562 -0.8927 -9.8863 -0.14 -0.22 0.03 0.259
H 2.9769 -2.0818 -9.8629 -0.30 -0.14 0.22 0.279
H 2.7018 -1.0025 -8.4761 -0.16 -0.22 -0.16 0.250
C 5.3858 -0.2409 3.4196 -0.54 0.70 -0.40 -1.135
C 3.9504 -0.7353 3.3155 0.08 -0.14 1.35 0.468
O 3.7182 -1.7796 4.3210 -0.03 0.59 -1.10 -0.547
H 5.5229 0.1995 4.4081 0.25 -0.20 0.08 0.385
H 5.5559 0.5830 2.7075 -0.01 -0.28 0.06 0.213
H 6.0983 -1.0307 3.2241 0.17 -0.16 0.11 0.325
H 3.7107 -1.1234 2.3294 0.01 -0.35 0.09 -0.177
H 3.2627 0.0977 3.5164 0.04 -0.12 -0.16 0.216
H 3.7133 -1.3425 5.1785 0.02 -0.02 -0.05 0.309
```
Forces are in eV/Å.

Values from the calculation:
M	1023.5	u
SMILES	COC[C@H](C)N.COC[C@H](C)N.COCCNCCOC.COCCNCCOC.COCCNCCOC.COCCNCCOC.COCCNCCOC.COCCNCCOC.CCO
maximum force	2.6	eV Å⁻¹
frontier orbital gap	0.3347	Ha
LUMO	0.66	eV
ΔE to the lowest compared entry with this formula, charge and spin	0.000	eV
DFT total energy	-3389.7720	a.u.